# 1
{"formula": "C35H35ClF6IN5O10PdS2Te", "method": "ωB97M-V with the def2-TZVPD basis set", "spin_multiplicity": 2, "homo_ev": [-11.59, -11.59], "s_squared": 0.7537, "charge": 1, "largest_force_ev_per_a": 0.7, "lumo_energy_ha": [-0.1389, -0.1532], "e_above_lowest_ev": 0.000, "species": ["H", "C", "H", "H", "C", "N", "C", "C", "H", "O", "H", "H", "H", "H", "H", "C", "H", "N", "C", "H", "C", "C", "H", "C", "H", "C", "H", "O", "O", "F", "O", "C", "H", "H", "H", "C", "O", "C", "H", "C", "C", "H", "N", "H", "H", "C", "H", "C", "H", "C", "O", "H", "H", "H", "H", "C", "H", "H", "S", "C", "S", "N", "F", "C", "C", "C", "O", "C", "C", "C", "H", "O", "H", "C", "C", "I", "C", "O", "C", "F", "N", "F", "H", "H", "C", "F", "Te", "C", "Pd", "Cl", "C", "H", "O", "C", "C", "F", "H"], "xyz": [[0.1698, -5.4164, 2.1998], [0.4168, -3.3381, 1.6554], [9.0607, -1.9460, -2.1763], [-0.0109, -0.2221, -3.9989], [8.2378, -1.3418, -2.5374], [-1.0338, -1.2965, -1.7121], [6.9913, -2.1539, -0.5627], [8.3869, -0.6104, -3.7122], [-0.3354, -4.9837, 0.5440], [-2.6712, 0.2594, -0.4250], [4.0395, 0.9052, -3.7474], [6.2184, -2.9299, -0.6077], [6.4647, 3.0321, 1.8118], [5.7159, 3.2299, 4.3722], [1.3620, 2.6498, -0.9914], [5.9678, -0.5184, -2.2551], [6.8258, -1.5540, 0.3357], [-1.0354, -0.2728, 2.4897], [4.6419, -0.3686, 1.9680], [9.9640, -1.6579, -4.7214], [5.0309, 0.2890, 3.1321], [3.8826, -1.6591, 2.1461], [5.0880, 0.9626, -5.1718], [2.0335, -0.5524, -4.5982], [7.3845, 0.6979, -5.0601], [-2.1698, -1.8649, -1.3404], [0.2782, -3.6496, 3.6511], [-0.3770, 1.6703, 1.1788], [3.2904, 0.6923, -1.7457], [-3.4263, -1.9963, 4.7920], [-1.9397, 2.0150, 3.1285], [-3.1668, -1.0507, -0.6431], [5.1293, 2.1374, -1.3340], [1.3477, 1.9793, -2.6284], [6.8141, 1.6671, -1.1130], [-3.2373, -4.3213, -1.4634], [-4.3626, -4.0108, -0.8348], [3.1134, -2.4634, -3.6159], [3.9862, -3.0961, -3.5129], [0.8733, -0.8366, -3.8953], [6.0997, 2.2098, 4.3567], [7.9338, -2.6776, -0.4181], [1.9006, -0.2764, -0.2907], [0.2550, -2.0035, 3.1484], [4.0517, -1.1556, -5.0301], [-1.0469, -3.4203, -2.3865], [4.4572, -2.3580, 2.7561], [-2.9032, -0.8391, 4.4047], [10.4818, -0.1998, -3.8867], [5.6888, 1.5066, 3.0970], [-4.2507, -1.3818, -0.2768], [5.7336, 1.6906, 5.2400], [3.6132, -2.1733, 1.2252], [2.0591, 0.2999, -5.2637], [9.5959, -0.0725, -5.4069], [9.6757, -0.6348, -4.4787], [-4.4346, -3.0637, -0.6089], [5.2989, 2.1334, -3.8858], [-2.6172, -0.9435, 2.5164], [5.9611, 2.1455, -0.6289], [-0.8659, 1.3174, 2.5142], [0.4659, -2.9718, 2.9299], [0.7359, 2.8647, 3.8544], [3.1509, -1.3676, -4.4674], [7.3015, 0.1320, -4.1391], [5.6115, 1.4581, 0.6623], [-3.4869, 0.9718, 0.3186], [5.0513, 1.0889, -4.0887], [1.9633, -2.7464, -2.8899], [2.0685, 0.6491, -1.1190], [2.9470, -1.4575, 2.6757], [-2.9965, -5.4473, -1.8026], [7.1869, 2.2700, 4.4234], [4.9504, 0.2216, 0.7378], [6.0899, 0.1967, -3.4492], [2.2929, -5.4273, 0.6043], [7.0550, -1.3138, -1.8215], [0.4133, -2.5226, 0.7134], [-2.2397, -3.2292, -1.7124], [0.5058, 0.8940, 4.7258], [-0.3579, -2.2463, -2.3579], [1.7324, 1.1606, 2.9670], [1.9284, -3.5784, -2.2009], [4.7954, -0.1639, 4.0883], [0.3887, -4.8018, 1.3332], [-3.7664, 0.1374, 4.6453], [4.3033, -0.8257, -0.9651], [5.9609, 2.0736, 1.8539], [0.3115, -0.4676, 0.8545], [-0.4692, -4.7783, -3.2124], [0.6293, 1.5720, 3.5952], [6.2281, 3.1806, -0.4265], [-2.3833, -2.3656, 2.2610], [0.8542, -1.9356, -3.0493], [1.1671, 1.7526, -1.5804], [-1.7865, -0.6217, 5.0942], [0.1239, 1.4714, -1.4320]], "mulliken_spin": [0.000, -0.001, 0.000, 0.000, 0.000, 0.009, 0.000, 0.000, 0.000, 0.140, 0.000, 0.000, 0.000, 0.000, 0.000, -0.001, 0.000, 0.004, 0.000, 0.000, 0.000, 0.000, 0.000, 0.000, 0.000, 0.038, 0.000, -0.002, 0.000, 0.000, 0.001, -0.039, 0.000, 0.000, 0.000, -0.001, 0.000, 0.000, 0.000, 0.000, 0.000, 0.000, 0.000, 0.000, 0.000, -0.003, 0.000, 0.002, 0.000, 0.000, 0.039, 0.000, 0.000, 0.000, 0.000, 0.000, 0.001, 0.000, 0.007, 0.000, 0.000, 0.000, 0.000, 0.000, 0.000, 0.000, 0.801, 0.000, 0.001, 0.000, 0.000, 0.000, 0.000, -0.001, 0.000, 0.000, 0.000, 0.000, 0.000, 0.000, 0.002, 0.000, 0.000, 0.000, 0.000, 0.000, 0.001, 0.000, -0.002, 0.000, 0.000, 0.000, 0.003, 0.000, -0.001, 0.000, 0.000]}

***

# 2
{"formula": "C35H35ClN2NaO4PSe", "method": "ωB97M-V with the def2-TZVPD basis set", "homo_ev": -0.26, "charge": -2, "largest_force_ev_per_a": 0.5, "lumo_energy_ha": 0.1340, "e_above_lowest_ev": 1.163, "species": ["C", "C", "C", "C", "H", "C", "H", "C", "H", "Cl", "C", "O", "H", "C", "H", "H", "H", "H", "H", "C", "C", "C", "H", "Na", "H", "H", "H", "H", "H", "H", "C", "H", "N", "H", "C", "H", "O", "C", "C", "H", "C", "C", "P", "C", "C", "C", "C", "H", "H", "H", "Se", "H", "O", "N", "C", "C", "H", "C", "O", "C", "C", "C", "H", "H", "H", "C", "H", "H", "C", "C", "C", "C", "H", "C", "H", "H", "C", "H", "C", "H"], "xyz": [[-0.8384, 0.1239, -4.9953], [-4.1213, -0.1985, -0.5087], [2.5982, -2.1245, -1.1176], [-3.3267, 2.1557, -0.3551], [2.2541, -3.4637, 1.2066], [3.5100, 0.4502, -0.2606], [-5.1034, 1.5431, -3.2358], [4.0591, -3.2667, -2.6634], [-0.9786, -1.4109, -8.8469], [-3.9392, 3.8960, -2.3891], [-0.8317, -1.3886, 2.4726], [-0.6602, -3.6912, 2.0058], [3.2716, -0.0094, -4.4598], [-3.4504, 0.8041, 0.1465], [3.0515, -0.1029, 4.7292], [3.3494, -5.1461, -3.4252], [-2.0004, 1.0312, -3.4273], [-2.1333, -0.3852, -6.6073], [0.0088, 2.4186, 2.0688], [1.9533, -4.2466, -2.0670], [-0.8837, -1.3909, 3.8389], [-1.1068, -0.1609, -6.3276], [-1.0735, 0.3114, -9.1857], [-0.8848, -0.2737, -0.5044], [3.3267, 1.3163, 0.3753], [1.9807, 0.1254, -7.6330], [0.6570, 2.3518, 3.7272], [2.6929, 0.6205, 2.4248], [3.0066, 1.6874, -4.7426], [4.4742, 0.0122, 0.0071], [-0.4416, -0.4640, -8.7420], [2.9987, -2.5267, 5.3036], [-0.6225, -0.0836, 4.2267], [0.6887, -1.9782, 5.4366], [-3.9790, 2.3086, -1.6238], [3.5084, 0.7964, -1.2946], [-0.0907, -2.4029, 5.8286], [-4.6545, 1.3067, -2.2771], [2.8791, -0.8471, 3.9583], [-3.0056, 0.5984, 1.1158], [2.9151, 0.7034, -5.2077], [2.4891, -1.3658, 1.6186], [2.1051, -0.7136, -0.0717], [-0.1153, -0.1660, -7.3036], [1.1778, 0.1247, -6.8992], [-2.6679, 3.1424, 0.3389], [1.6718, -3.1597, -1.2524], [2.5477, -4.1825, 3.5061], [-2.2318, 2.8954, 1.2979], [-5.2557, -0.7702, -2.2758], [0.9098, 0.8196, -2.7818], [4.9825, -3.2897, -3.2308], [-1.1269, -2.2634, 0.3264], [-0.5656, -0.1042, 2.0306], [3.7869, -2.1839, -1.8390], [-0.1987, 2.1114, 3.0918], [-1.0617, 2.6867, 3.4331], [-1.9614, 0.1059, -4.0048], [-1.9601, -3.2289, 4.9386], [1.4873, 0.4136, -5.5731], [-0.4774, 0.6494, 3.0916], [2.8487, -2.1996, 4.2800], [-2.9243, -0.0394, -4.4967], [-4.1472, -1.1804, -0.0469], [3.5596, 0.6569, -6.0898], [0.4787, 0.4215, -4.5946], [-0.7313, 0.2935, 5.1519], [-1.8319, -0.7046, -3.2810], [2.4491, -2.7160, 1.9615], [-4.7465, 0.0228, -1.7447], [2.6173, -3.1274, 3.2752], [-0.8878, -2.5771, 1.5190], [1.2207, -5.0390, -2.1599], [-1.0605, -2.4499, 4.8550], [0.4674, -0.5312, -9.3434], [0.7181, -3.1072, -0.7342], [2.6902, -0.4410, 2.6472], [4.4999, -1.3718, -1.7808], [3.1450, -4.3039, -2.7743], [-2.5359, 4.1363, -0.0594]], "mulliken_charge": [1.031, -0.274, 0.995, 0.773, 0.297, -1.576, 0.347, -0.609, 0.317, -0.357, 0.929, -0.819, 0.163, -0.810, 0.346, 0.344, 0.287, 0.289, 0.274, -0.859, -0.059, -1.095, 0.290, 0.762, 0.421, 0.158, 0.411, 0.174, 0.302, 0.434, -1.432, 0.478, 0.212, 0.350, 0.553, 0.372, -0.552, -0.505, -0.587, 0.402, -1.412, 0.387, 0.588, 0.735, -1.151, -1.393, -0.537, 0.382, 0.125, 0.338, -0.268, 0.361, -0.686, 0.325, -0.534, -1.859, 0.449, -1.144, -0.563, 1.079, 0.047, -0.847, 0.337, 0.316, 0.351, 0.010, 0.279, 0.172, -0.282, -0.593, -0.232, -0.188, 0.430, 0.408, 0.332, 0.427, -0.393, 0.303, -0.457, 0.182]}

***

What are the E values for these records? In order: -4929.8999, -5130.6314 hartree.